A molecular structure, C7H9O5PV in a non-equilibrium geometry, computed with ωB97M-V/def2-TZVPD.

XYZ file:
```
23
Properties=species:S:1:pos:R:3:lowdin_charge:R:1
O -0.24256 -2.65428 -1.87763 0.320
C -0.27366 -1.49411 -1.88136 -0.023
V -0.32222 0.38507 -1.84418 0.879
O -2.95118 0.39175 -5.07846 0.171
C -2.20280 0.38135 -4.19416 0.109
C 1.56152 0.39618 -2.17002 -0.004
O 2.71455 0.39619 -2.36995 0.329
C -0.27296 2.27230 -1.82098 0.015
O -0.24129 3.43009 -1.80198 0.336
C -0.12064 1.27205 2.41642 -0.098
P -0.03557 -0.14482 1.28773 0.743
C 1.68925 -0.53593 0.84117 -0.125
C -0.91293 -1.58561 1.96034 -0.099
O -0.81772 0.28606 0.02764 -0.370
H -1.17110 1.53029 2.64131 0.101
H 0.33968 2.16826 1.96676 0.086
H 0.38572 1.07188 3.36228 0.099
H 2.26201 -0.85159 1.71941 0.105
H 1.75408 -1.35940 0.09905 0.075
H 2.21031 0.34193 0.41504 0.074
H -1.96617 -1.33078 2.18293 0.102
H -0.93138 -2.41888 1.23653 0.079
H -0.45494 -1.94801 2.88210 0.098
```

Values from the calculation:
<S²>: 2.08
Relative energy (zero: lowest compared OMol25 entry of this formula, charge and spin): 0.0 kJ/mol
Max |F|: 11.3 eV/A
HOMO-LUMO gap (spin up / spin down): 6.54 / 7.27 eV
E_tot: -52583.920 eV
Charge: +3
Spin multiplicity: 3

11 unconnected molecules or ions with the total composition C99H209N11O11 in a non-equilibrium geometry, computed with ωB97M-V/def2-TZVPD.

XYZ file:
```
330
Properties=species:S:1:pos:R:3:lowdin_charge:R:1
C -2.18680 -6.20728 4.68825 -0.028
C -0.95042 -6.24843 5.59769 -0.536
C 0.37778 -6.28639 4.89913 -0.152
C 0.73377 -5.02123 4.16654 -0.206
C 0.93907 -3.92519 5.14866 -0.157
C -0.34645 -3.66122 5.90607 -0.472
N -0.83485 -5.07002 6.50418 -0.079
O -2.06215 -4.85525 7.14425 -0.062
C -0.03987 -2.73106 7.11010 -0.032
C -1.42060 -2.99312 5.13017 -0.062
C -1.08724 -7.43629 6.55314 -0.036
H -2.27424 -7.09461 4.08764 0.075
H -2.05830 -5.37899 3.92057 0.071
H -3.14202 -6.01004 5.18426 0.082
H 1.17754 -6.29002 5.77625 0.167
H 0.48812 -7.21392 4.33892 0.107
H -0.10316 -4.66767 3.48461 0.104
H 1.52710 -5.27109 3.44348 0.123
H 1.38568 -3.06167 4.63178 0.126
H 1.62977 -4.22093 5.92160 0.114
H 0.63812 -1.90615 6.89896 0.072
H -0.95372 -2.40150 7.64186 0.089
H 0.43955 -3.42596 7.83074 0.093
H -1.60993 -3.44351 4.14384 0.060
H -2.40584 -2.85587 5.64897 0.098
H -1.08072 -1.92553 4.96808 0.104
H -0.70842 -8.37537 6.14782 0.084
H -2.13290 -7.46649 6.89588 0.084
H -0.52410 -7.25477 7.46777 0.085
H -2.65673 -4.41888 6.46192 0.087
C 2.56649 2.51919 4.19355 -0.031
C 2.45937 2.40827 5.71288 -0.515
C 3.82912 2.78148 6.33641 -0.108
C 4.15442 4.33355 6.36414 -0.169
C 3.02155 5.09656 7.05967 -0.140
C 1.62833 4.68844 6.50987 -0.445
N 1.47935 3.23257 6.41551 -0.096
O 0.16488 2.78525 6.07812 -0.014
C 0.54088 5.27402 7.48591 -0.030
C 1.47757 5.38283 5.05315 0.000
C 2.15610 0.90875 5.98298 -0.030
H 3.04901 3.41907 3.87381 0.055
H 1.53844 2.48221 3.81651 0.074
H 3.16017 1.65596 3.90418 0.059
H 3.78890 2.56105 7.40913 0.118
H 4.63421 2.17776 5.86221 0.114
H 4.21433 4.64907 5.33787 0.070
H 5.13621 4.40678 6.87268 0.119
H 3.22318 6.12790 6.90167 0.106
H 3.01659 4.82743 8.14122 0.130
H 0.88038 6.27189 7.76550 0.075
H -0.44619 5.29758 6.98986 0.080
H 0.56957 4.71370 8.43971 0.090
H 1.10547 4.67407 4.30780 0.042
H 0.71407 6.15841 5.09263 0.072
H 2.42412 5.68394 4.64723 0.051
H 1.86849 0.83695 7.03660 0.091
H 3.08103 0.30942 5.71942 0.099
H 1.33214 0.51534 5.39796 0.058
H 0.01480 2.89864 5.12714 0.071
C -2.15434 8.41729 0.34574 -0.035
C -2.97382 7.12747 0.42398 -0.541
C -2.75074 6.42094 -0.94109 -0.106
C -1.33493 5.75989 -1.00889 -0.141
C -1.09928 4.84858 0.17197 -0.162
C -1.35635 5.51719 1.52840 -0.528
N -2.64638 6.23054 1.50443 -0.085
O -2.72221 6.95393 2.73421 -0.035
C -1.46811 4.48831 2.60570 -0.044
C -0.15852 6.44567 1.80625 -0.018
C -4.43140 7.40632 0.67760 -0.038
H -1.98121 8.86580 1.33925 0.093
H -2.85095 9.15446 -0.04738 0.077
H -1.24025 8.39941 -0.27332 0.083
H -3.51012 5.68310 -1.00418 0.073
H -2.91144 7.04776 -1.83150 0.129
H -0.47729 6.43631 -0.93918 0.084
H -1.36692 5.03743 -1.86773 0.117
H -0.06409 4.50995 0.13787 0.098
H -1.72139 3.93011 0.20490 0.113
H -2.30259 3.81435 2.31865 0.096
H -0.56865 3.78368 2.60280 0.086
H -1.60407 4.82307 3.63030 0.078
H 0.76635 5.85893 1.71484 0.067
H -0.12829 7.23701 1.02165 0.068
H -0.28992 6.88549 2.83295 0.096
H -4.81366 8.10708 -0.09238 0.095
H -4.50527 7.90945 1.66277 0.091
H -5.06804 6.51681 0.67978 0.089
H -3.51125 6.57778 3.13528 0.108
C 5.87488 0.03722 -3.51017 -0.057
C 4.55722 -0.58850 -3.76168 -0.525
C 3.70578 0.51749 -4.50640 -0.108
C 2.46962 -0.14917 -5.18235 -0.164
C 3.00444 -1.18930 -6.17271 -0.140
C 3.74015 -2.36827 -5.53912 -0.498
N 4.73029 -1.77315 -4.63423 -0.071
O 5.62330 -2.75033 -4.01879 -0.021
C 2.74261 -3.34836 -4.79763 -0.005
C 4.51537 -3.13550 -6.61553 -0.038
C 3.85433 -0.91992 -2.45667 -0.017
H 5.70514 1.04987 -3.10670 0.074
H 6.45103 0.26559 -4.43719 0.102
H 6.59990 -0.54001 -2.88947 0.096
H 3.59849 1.32154 -3.80672 0.086
H 4.24750 0.94730 -5.35858 0.120
H 1.93105 0.65340 -5.67496 0.104
H 1.77725 -0.59856 -4.44706 0.089
H 3.66816 -0.75537 -6.94798 0.128
H 2.10660 -1.49316 -6.75279 0.118
H 2.24845 -2.77276 -4.01204 0.045
H 1.98563 -3.72527 -5.49751 0.081
H 3.23404 -4.23690 -4.43118 0.070
H 5.32031 -2.51310 -6.96887 0.080
H 5.02405 -4.00800 -6.19248 0.082
H 3.97309 -3.39908 -7.49425 0.072
H 2.83067 -1.26709 -2.65482 0.045
H 3.84738 -0.08841 -1.75485 0.086
H 4.29821 -1.79692 -1.99059 0.082
H 5.21403 -3.15071 -3.24004 0.080
C -6.59721 1.32381 -2.12520 -0.018
C -5.39666 2.20890 -2.58367 -0.484
C -4.20400 1.38553 -2.99920 -0.125
C -3.09636 2.07500 -3.81992 -0.126
C -3.79635 2.76396 -5.05359 -0.132
C -4.82492 3.73917 -4.55767 -0.577
N -5.86783 3.00332 -3.77053 -0.045
O -6.79501 3.98359 -3.32531 -0.033
C -4.22411 4.87410 -3.83710 -0.032
C -5.49064 4.17151 -5.81777 -0.046
C -5.09959 3.05263 -1.34450 -0.030
H -6.36742 0.57230 -1.37214 0.074
H -6.90374 0.76550 -3.02407 0.088
H -7.39403 1.90866 -1.81855 0.053
H -3.73685 0.99495 -2.04814 0.132
H -4.61598 0.50061 -3.47937 0.088
H -2.32004 1.45983 -4.27277 0.083
H -2.56175 2.77895 -3.15647 0.096
H -4.43152 2.09714 -5.61790 0.079
H -3.13968 3.32230 -5.74169 0.138
H -4.88236 5.49963 -3.21973 0.097
H -3.32794 4.55675 -3.27943 0.062
H -3.82204 5.48442 -4.67334 0.103
H -5.82067 3.33589 -6.42048 0.082
H -6.36005 4.78607 -5.65957 0.083
H -4.81781 4.72613 -6.44739 0.088
H -5.75174 3.89355 -1.31866 0.071
H -4.08507 3.44444 -1.37450 0.060
H -5.12572 2.45100 -0.45606 0.082
H -7.56072 3.96473 -3.87543 0.091
C -2.48277 0.44113 -7.55026 -0.022
C -3.58809 -0.60937 -7.64615 -0.528
C -3.43896 -1.62106 -8.81343 -0.132
C -2.29467 -2.63368 -8.49385 -0.169
C -2.52353 -3.37466 -7.18480 -0.142
C -2.64323 -2.41101 -6.01964 -0.496
N -3.76895 -1.46856 -6.39624 0.010
O -3.84363 -0.42117 -5.32361 -0.089
C -3.16654 -3.19216 -4.78158 -0.018
C -1.30652 -1.73186 -5.66439 -0.019
C -4.90893 0.08443 -7.95653 -0.050
H -1.51503 -0.04105 -7.54324 0.048
H -2.50249 0.98996 -6.60293 0.058
H -2.57772 1.09293 -8.49222 0.123
H -4.44847 -2.06540 -8.87052 0.116
H -3.28723 -1.06730 -9.76612 0.125
H -1.39085 -2.04393 -8.61097 0.099
H -2.27618 -3.37084 -9.29722 0.106
H -1.76408 -4.15077 -7.04770 0.126
H -3.48382 -3.92607 -7.27798 0.131
H -4.05742 -3.67205 -5.07662 0.071
H -2.30062 -3.83077 -4.53728 0.076
H -3.32836 -2.54437 -3.94548 0.061
H -1.52892 -0.73824 -5.24342 0.077
H -0.72284 -2.43637 -5.02334 0.082
H -0.69393 -1.48296 -6.53169 0.057
H -4.88725 0.35127 -9.04276 0.100
H -5.08566 0.92175 -7.22945 0.075
H -5.71532 -0.63314 -7.81623 0.082
H -4.74383 -0.28133 -5.07069 0.066
C -5.84730 -2.10308 0.31471 -0.043
C -5.68220 -3.35356 1.15457 -0.563
C -6.92102 -3.36579 1.98244 -0.140
C -6.94011 -4.68925 2.73712 -0.181
C -7.01479 -5.86138 1.76482 -0.158
C -5.92034 -5.89967 0.71721 -0.498
N -5.82684 -4.47117 0.19523 -0.040
O -4.60867 -4.42533 -0.58746 -0.070
C -4.73085 -6.51189 1.42010 -0.022
C -6.35796 -6.74554 -0.45866 -0.028
C -4.39996 -3.38141 1.96596 -0.002
H -6.66631 -2.27383 -0.37088 0.088
H -4.97313 -1.87428 -0.37223 0.088
H -5.89986 -1.29945 1.06488 0.096
H -6.85013 -2.57276 2.68176 0.116
H -7.79776 -3.37117 1.35620 0.128
H -7.87342 -4.84948 3.28009 0.113
H -6.11134 -4.76774 3.46319 0.108
H -8.04258 -5.75329 1.30097 0.140
H -7.04967 -6.79313 2.35272 0.130
H -4.71542 -6.36223 2.45144 0.049
H -4.79223 -7.61183 1.29602 0.112
H -3.79063 -6.19941 0.99379 0.062
H -7.03776 -6.16335 -1.06527 0.087
H -5.59245 -7.16990 -1.08883 0.068
H -6.95005 -7.55404 -0.08678 0.077
H -4.48602 -4.26417 2.59913 0.056
H -4.27870 -2.45776 2.50627 0.089
H -3.48940 -3.52407 1.37426 0.076
H -4.93102 -3.91670 -1.36420 0.117
C 7.05075 0.38509 1.33978 -0.006
C 6.49807 0.57814 2.71601 -0.547
C 7.31588 -0.15837 3.75893 -0.139
C 8.66083 0.48159 4.17707 -0.175
C 8.47135 1.95206 4.51236 -0.162
C 7.70005 2.75376 3.48868 -0.486
N 6.40451 1.94044 3.24663 -0.020
O 5.53108 2.65880 2.30454 -0.053
C 7.18976 4.09241 4.01288 -0.023
C 8.63972 2.99629 2.28470 -0.028
C 5.09697 -0.05679 2.82157 -0.037
H 7.99605 0.75471 1.21044 0.041
H 6.37516 0.78050 0.62358 0.078
H 7.14777 -0.65905 1.11733 0.092
H 6.68043 -0.02669 4.70230 0.132
H 7.28974 -1.22533 3.51716 0.123
H 9.45109 0.38967 3.44789 0.093
H 9.03805 -0.09453 5.06599 0.125
H 9.40812 2.45379 4.70567 0.115
H 7.83809 1.96722 5.49008 0.151
H 6.34475 3.97083 4.63477 0.049
H 8.04569 4.65487 4.44270 0.107
H 6.87626 4.70070 3.20421 0.052
H 9.39309 2.20383 2.07661 0.080
H 8.18655 3.31314 1.33853 0.081
H 9.23903 3.92181 2.66217 0.114
H 4.69026 0.03696 3.86483 0.086
H 5.04375 -1.13809 2.62732 0.101
H 4.45834 0.41359 2.12270 0.042
H 4.77489 2.79721 2.84481 0.035
C -0.73351 -6.96171 1.45567 -0.050
C -0.35885 -7.19135 0.01251 -0.482
C -0.23948 -8.67696 -0.34725 -0.149
C -0.03772 -8.90697 -1.81346 -0.203
C -1.09765 -8.24208 -2.68418 -0.133
C -1.42660 -6.80255 -2.30376 -0.477
N -1.52732 -6.68787 -0.79867 -0.038
O -1.69428 -5.27925 -0.56911 -0.059
C -0.47960 -5.84257 -2.99896 -0.031
C -2.85832 -6.39962 -2.81337 -0.016
C 1.01948 -6.47522 -0.18236 -0.013
H -0.18279 -7.32340 2.27406 0.058
H -1.69552 -7.43642 1.51508 0.071
H -1.02417 -5.95050 1.72313 0.072
H 0.58851 -9.09774 0.20434 0.120
H -1.17797 -9.19363 -0.05522 0.132
H -0.09381 -10.02680 -1.96683 0.129
H 0.96671 -8.58573 -2.13635 0.109
H -1.98458 -8.89466 -2.41019 0.134
H -0.98548 -8.21613 -3.76857 0.121
H -0.66198 -5.98550 -4.06301 0.089
H -0.66574 -4.88020 -2.62006 0.038
H 0.57297 -6.07038 -2.88816 0.072
H -2.94190 -6.43077 -3.86011 0.064
H -3.57695 -7.06248 -2.38716 0.066
H -3.09287 -5.36700 -2.60914 0.057
H 1.50664 -6.57113 -1.15285 0.057
H 1.67530 -6.87214 0.65202 0.102
H 0.91152 -5.41463 0.06396 0.073
H -2.64731 -5.26163 -0.48901 0.038
C 3.08298 3.68487 -0.78759 -0.011
C 3.90438 4.78677 -1.47077 -0.494
C 3.04931 5.97688 -1.95694 -0.123
C 2.38109 6.74123 -0.80229 -0.192
C 3.46161 7.33514 0.06083 -0.140
C 4.50214 6.29337 0.51215 -0.453
N 4.90810 5.41082 -0.58128 -0.082
O 5.80970 4.45137 -0.07567 -0.019
C 5.73809 7.17581 0.96562 -0.017
C 3.97680 5.55307 1.77865 -0.021
C 4.62973 4.26019 -2.71060 -0.030
H 3.73767 2.83660 -0.73785 0.073
H 2.22607 3.49529 -1.38651 0.071
H 2.70078 3.87575 0.23257 0.074
H 3.71722 6.69905 -2.40863 0.116
H 2.33401 5.68715 -2.69778 0.114
H 1.72551 6.05596 -0.26040 0.073
H 1.74523 7.46124 -1.27962 0.104
H 2.97370 7.86950 0.92332 0.140
H 3.95643 8.07763 -0.57066 0.121
H 5.32357 8.03157 1.42332 0.058
H 6.48289 6.70065 1.61766 0.076
H 6.32936 7.54614 0.14854 0.077
H 3.01193 5.17468 1.69440 0.029
H 4.72892 4.78621 2.00067 0.057
H 3.97941 6.22356 2.63117 0.088
H 5.43535 3.52905 -2.47473 0.081
H 5.10910 5.11067 -3.17289 0.081
H 4.02230 3.67314 -3.42652 0.082
H 5.37270 3.86700 0.53577 0.033
C -1.80507 -1.40283 -0.80860 -0.015
C -0.35136 -1.09772 -1.12037 -0.497
C -0.17101 0.29355 -1.65357 -0.091
C -0.43806 1.34642 -0.49758 -0.139
C 0.47026 1.12200 0.72015 -0.122
C 0.34352 -0.29304 1.30397 -0.513
N 0.47746 -1.21266 0.10343 -0.063
O 0.45553 -2.56971 0.53416 -0.044
C 1.50811 -0.49006 2.15982 -0.047
C -0.90739 -0.52256 2.16939 -0.007
C 0.22872 -2.16204 -2.06454 -0.008
H -2.00301 -2.40965 -0.35707 0.085
H -2.42430 -1.50983 -1.73478 0.102
H -2.16193 -0.67884 -0.17883 0.023
H 0.83315 0.44186 -2.06685 0.115
H -0.79974 0.48083 -2.51732 0.102
H -1.45643 1.30348 -0.20635 0.084
H -0.11862 2.35944 -0.80361 0.092
H 0.11320 1.86138 1.42065 0.098
H 1.52024 1.28080 0.43300 0.115
H 1.39864 0.21627 3.02830 0.084
H 1.59572 -1.53482 2.45191 0.088
H 2.40257 -0.15332 1.60621 0.081
H -1.87557 -0.25180 1.73289 0.078
H -0.93817 -1.58604 2.29125 0.058
H -0.76858 -0.03008 3.12130 0.078
H 1.26125 -2.16058 -1.82356 0.060
H 0.15414 -1.92798 -3.11143 0.055
H -0.18810 -3.12311 -1.91804 0.049
H -0.50730 -2.74064 0.68607 0.077
```

Values from the calculation:
Relative energy (zero: lowest compared OMol25 entry of this formula, charge and spin): 234.3 kJ/mol
Max |F|: 3.3 eV/A
HOMO-LUMO gap: 8.59 eV
E_tot: -144950.367 eV
Charge: 0